# 1
116
Properties=species:S:1:pos:R:3:mulliken_charge:R:1 method="wB97M-V/def2-TZVPD" spin_multiplicity=1 homo_lumo_gap_ev=6.919 energy_ha=-3149.106087 e_homo_ev=-10.96 charge=+1
O 1.196 0.837 1.765 -0.443
C 0.936 1.905 1.293 -0.133
C 0.974 2.145 -0.224 -0.779
C 0.101 1.185 -0.982 0.721
C -1.211 1.507 -1.391 0.939
P -1.931 3.203 -1.120 0.150
O -3.478 2.877 -1.500 -0.509
Cl -2.059 3.176 0.928 -0.128
C -1.900 0.568 -2.119 -0.421
C -1.280 -0.661 -2.400 -0.905
N -0.068 -0.942 -2.004 -1.135
N 0.590 -0.016 -1.311 1.285
C 1.946 -0.462 -0.939 -0.653
C 3.006 0.050 -1.920 0.528
O 3.590 1.078 -1.761 -0.535
O 3.173 -0.762 -2.997 -0.488
H 0.681 2.774 1.921 0.556
H 2.019 2.037 -0.531 0.111
H 0.678 3.175 -0.444 0.230
H -3.933 2.277 -0.893 0.348
H -2.905 0.747 -2.480 0.647
H -1.807 -1.446 -2.930 0.632
H 2.190 -0.160 0.072 0.187
H 1.936 -1.548 -0.970 0.261
H 4.073 -1.117 -3.018 0.405
C 0.195 8.264 -1.365 -0.230
C -1.195 8.366 -0.740 -0.740
C -1.737 6.963 -0.969 -0.535
O -0.605 6.085 -0.925 -0.146
C 0.605 6.852 -0.974 -0.532
H 0.892 9.018 -1.003 0.397
H 0.124 8.360 -2.450 -0.054
H -1.117 8.574 0.329 0.303
H -1.819 9.134 -1.193 0.374
H -2.214 6.878 -1.951 0.345
H -2.452 6.651 -0.205 0.315
H 1.077 6.834 0.014 0.327
H 1.285 6.389 -1.692 0.300
C -3.252 -5.038 -1.394 -0.037
C -3.528 -4.986 -2.896 -0.764
C -4.109 -3.588 -3.061 -0.427
O -3.483 -2.779 -2.052 -0.441
C -2.794 -3.618 -1.113 -0.214
H -2.513 -5.780 -1.101 0.383
H -4.174 -5.249 -0.854 -0.079
H -2.592 -5.074 -3.454 0.285
H -4.204 -5.765 -3.244 0.390
H -5.190 -3.579 -2.898 0.276
H -3.904 -3.152 -4.039 0.309
H -1.714 -3.515 -1.274 0.076
H -3.025 -3.282 -0.101 0.303
C 1.455 9.095 -6.704 -0.557
C 1.260 10.600 -6.521 -0.530
C -0.017 10.644 -5.692 -0.424
O -0.010 9.460 -4.888 -0.392
C 1.001 8.565 -5.350 -0.410
H 2.478 8.812 -6.944 0.330
H 0.802 8.723 -7.496 0.271
H 2.094 11.023 -5.959 0.267
H 1.168 11.146 -7.458 0.335
H -0.905 10.635 -6.330 0.257
H -0.073 11.512 -5.034 0.267
H 1.830 8.559 -4.633 0.273
H 0.582 7.558 -5.401 0.298
C -0.793 -0.404 6.166 -0.578
C -0.898 -0.096 4.672 -0.307
C -1.423 1.335 4.699 -0.076
O -0.891 1.936 5.874 -0.421
C -0.321 0.934 6.720 -0.447
H -0.108 -1.218 6.397 0.350
H -1.775 -0.658 6.571 0.274
H 0.088 -0.132 4.208 0.084
H -1.555 -0.775 4.128 0.364
H -2.518 1.353 4.749 0.270
H -1.112 1.928 3.834 -0.043
H 0.770 1.015 6.684 0.254
H -0.647 1.116 7.744 0.291
C -4.462 -6.744 3.165 -0.729
C -3.134 -7.073 3.846 -0.609
C -2.229 -7.325 2.647 -0.021
O -2.711 -6.482 1.596 -0.275
C -3.990 -5.958 1.951 -0.278
H -5.150 -6.178 3.792 0.388
H -4.963 -7.662 2.851 0.285
H -2.779 -6.211 4.415 0.280
H -3.186 -7.927 4.519 0.386
H -2.284 -8.369 2.320 0.346
H -1.183 -7.079 2.839 -0.406
H -3.879 -4.893 2.191 0.267
H -4.664 -6.052 1.101 0.204
C 6.278 -1.950 1.289 -0.805
C 5.288 -3.010 1.776 -0.449
C 3.954 -2.307 1.578 -0.157
O 4.134 -1.442 0.439 -0.197
C 5.526 -1.341 0.114 -0.473
H 7.246 -2.353 1.000 0.369
H 6.438 -1.199 2.065 0.300
H 5.345 -3.901 1.148 0.234
H 5.449 -3.310 2.810 0.403
H 3.699 -1.690 2.445 0.282
H 3.128 -2.988 1.381 -0.117
H 5.721 -1.908 -0.805 0.300
H 5.772 -0.293 -0.064 0.300
C 1.608 -7.129 2.271 0.033
C 1.427 -7.038 0.757 -0.648
C 1.117 -5.558 0.576 -0.100
O 1.826 -4.871 1.612 -0.406
C 2.309 -5.812 2.577 -0.643
H 2.185 -7.994 2.592 0.380
H 0.635 -7.164 2.766 -0.162
H 2.358 -7.297 0.249 0.327
H 0.637 -7.680 0.371 0.354
H 0.045 -5.361 0.687 0.084
H 1.443 -5.167 -0.390 0.260
H 3.395 -5.907 2.470 0.308
H 2.092 -5.432 3.576 0.332

=====

# 2
12
Properties=species:S:1:pos:R:3:nbo_charge:R:1 method="wB97M-V/def2-TZVPD" spin_multiplicity=1 homo_lumo_gap_ev=10.169 energy_ha=-2784.057338 e_homo_ev=-14.24 de_lowest_kj_mol=220.3 charge=+1
C -0.689 -0.499 -0.861 -0.257
C 0.964 0.743 -0.220 0.070
N -0.916 -0.802 0.583 -0.701
O 0.451 1.488 0.785 -0.724
Br 2.368 -0.586 -0.011 0.071
H -1.596 -0.208 -1.399 0.243
H 0.057 -1.166 -1.291 0.236
H 1.180 1.340 -1.077 0.197
H -1.652 -1.465 0.681 0.433
H -1.160 -0.018 1.168 0.448
H -0.001 -1.207 0.848 0.452
H 0.994 2.382 0.795 0.533

=====

# 3
84
Properties=species:S:1:pos:R:3:mulliken_charge:R:1 method="wB97M-V/def2-TZVPD" spin_multiplicity=1 homo_lumo_gap_ev=7.839 energy_ha=-3738.217921 e_homo_ev=-10.14 de_lowest_kj_mol=0.0 charge=+1
Lu 0.558 0.416 0.886 1.042
C 0.760 2.866 1.767 0.448
C -0.475 2.339 2.251 0.725
C 1.246 1.306 3.395 0.782
C 1.821 2.236 2.492 0.540
C -0.173 1.335 3.221 0.360
C 0.936 4.011 0.835 -1.709
H 0.111 4.076 0.115 0.289
H 1.869 3.909 0.265 0.403
H 0.983 4.974 1.368 0.307
C 3.257 2.584 2.431 -1.601
H 3.478 3.204 1.555 0.385
H 3.885 1.685 2.368 0.222
H 3.569 3.142 3.328 0.301
C 1.975 0.573 4.455 -1.624
H 2.030 1.165 5.383 0.338
H 3.006 0.351 4.156 0.404
H 1.484 -0.377 4.696 0.301
C -1.145 0.561 4.034 -1.510
H -1.270 0.991 5.041 0.337
H -0.809 -0.478 4.161 0.255
H -2.133 0.538 3.557 0.297
C -1.838 2.834 1.920 -1.533
H -2.188 3.572 2.661 0.319
H -2.573 2.018 1.913 0.302
H -1.867 3.329 0.942 0.442
C -1.359 -0.350 -4.634 -0.289
C -1.830 0.892 -4.426 -0.249
C -3.264 1.283 -4.594 -0.796
C -4.276 0.287 -3.972 -1.091
C -3.799 -0.388 -2.723 0.355
C -3.311 -1.642 -2.706 -0.986
C -2.791 -2.384 -3.897 -0.984
C -2.175 -1.527 -5.047 -1.278
H -3.498 1.385 -5.669 0.397
H -4.602 -0.436 -4.734 0.296
H -3.440 2.277 -4.156 0.377
H -2.953 -1.256 -5.771 0.331
H -0.276 -0.516 -4.699 0.669
H -1.131 1.737 -4.378 0.635
H -1.494 -2.199 -5.593 0.425
H -2.030 -3.117 -3.575 0.283
H -3.476 -2.278 -1.830 1.021
H -3.606 -2.986 -4.338 0.474
H -5.183 0.859 -3.717 0.398
H -4.090 0.127 -1.802 0.336
P 0.210 0.766 -1.673 0.862
P -1.436 -1.444 0.779 1.235
C -0.497 -0.911 -1.963 2.111
C -0.753 -1.977 -0.874 -1.979
H 0.083 -1.380 -2.770 0.948
H -1.458 -0.621 -2.394 -2.510
H -1.486 -2.701 -1.259 0.706
H 0.182 -2.525 -0.675 0.477
C -1.145 -2.937 1.771 -1.502
H -1.322 -2.699 2.826 0.414
H -0.104 -3.266 1.666 0.357
H -1.828 -3.736 1.451 0.476
C -3.233 -1.310 0.660 -1.226
H -3.674 -2.257 0.327 0.507
H -3.518 -0.509 -0.032 -0.019
H -3.625 -1.055 1.656 0.505
C 1.304 1.236 -3.018 -1.395
H 1.435 2.329 -2.995 0.445
H 0.908 0.911 -3.986 0.401
H 2.281 0.764 -2.822 0.385
C -1.225 1.903 -1.578 -0.331
H -1.785 1.814 -0.637 -0.167
H -1.922 1.701 -2.399 -0.481
H -0.855 2.935 -1.666 0.550
Cl 7.634 -3.615 3.616 -0.181
C 6.233 -2.838 3.006 0.404
C 6.350 -1.852 2.012 -0.784
C 5.202 -1.246 1.497 -0.198
C 3.939 -1.620 1.978 0.177
C 3.827 -2.572 2.996 -0.171
C 4.970 -3.176 3.523 -0.816
C 2.724 -0.964 1.458 0.897
O 2.781 0.021 0.618 -0.960
O 1.549 -1.319 1.892 -0.976
H 7.338 -1.571 1.652 0.401
H 5.273 -0.480 0.730 0.472
H 2.832 -2.822 3.368 0.416
H 4.895 -3.904 4.325 0.405